Record 1
C3H8S | ωB97M-V/def2-TZVPD

Computed properties:
energy relative to the best compared isomer or geometry (same formula, charge and spin) = 47.2 kcal per mole
Kohn-Sham gap (spin up / spin down) = 9.210 / 4.188 eV
net charge = +1
E_HOMO (spin up / spin down) = -13.76 / -13.59 eV
2S+1 = 2

```
12
C3H8S, DFT ωB97M-V/def2-TZVPD
C -1.7241 -0.2674 -2.2652
S -0.3829 0.5331 -1.3749
H -1.5079 -1.3273 -2.3087
H -2.6572 0.1142 -1.8793
H -1.7807 0.1092 -3.3060
H 0.4853 -0.3783 -1.8593
C 1.5750 0.2251 1.5954
C 0.9631 0.0740 2.7521
H 2.6357 0.4024 1.4670
H 1.0289 0.3548 0.6709
H 1.4705 0.2314 3.6988
H -0.1056 -0.0713 2.8093
```


Record 2
C9H14O | ωB97M-V/def2-TZVPD

Computed properties:
energy relative to the best compared isomer or geometry (same formula, charge and spin) = 16.2 kcal per mole
Kohn-Sham gap = 9.198 eV
net charge = 0
E_HOMO = -8.31 eV
SMILES = Cc1ccc(O)cc1.CC

```
24
C9H14O, DFT ωB97M-V/def2-TZVPD
C 2.0997 -0.7904 -1.3587
C 1.6412 -0.0579 -0.1435
C 2.3187 -0.2323 1.0524
C 2.0512 0.5462 2.1839
C 0.9381 1.3528 2.1158
O 0.5665 2.1052 3.2011
C 0.2512 1.5909 0.9250
C 0.6604 0.9408 -0.2093
H 2.5822 -0.0548 -2.0103
H 1.4469 -1.2423 -2.1114
H 2.7708 -1.6197 -1.1444
H 3.1195 -0.9593 0.9835
H 2.7238 0.4117 3.0168
H 1.1597 2.0380 3.9522
H -0.5357 2.3266 1.0105
H 0.1198 1.0395 -1.1442
C -2.9690 -1.5056 -1.7150
C -2.9975 -0.2345 -0.8536
H -2.8584 -1.3854 -2.7939
H -2.2196 -2.2208 -1.3709
H -3.8822 -2.1114 -1.6579
H -4.0312 0.0766 -0.7342
H -2.5989 -0.5206 0.1167
H -2.3572 0.5071 -1.3102
```


Record 3
C19H20N4ReSe3Te | ωB97M-V/def2-TZVPD

Computed properties:
Kohn-Sham gap (spin up / spin down) = 5.311 / 5.430 eV
net charge = +2
E_HOMO (spin up / spin down) = -13.15 / -13.13 eV
2S+1 = 2

```
48
C19H20N4ReSe3Te, DFT ωB97M-V/def2-TZVPD
Re 0.4311 -0.0031 1.0555
C -1.0486 -0.8553 -1.5925
C -1.0733 0.5969 -1.9913
C 0.2541 1.2868 -1.8869
C 0.6781 2.0380 -2.9694
C 1.8745 2.7245 -2.9291
C 2.6298 2.6350 -1.7774
C 2.1600 1.8669 -0.7382
N 0.9883 1.1787 -0.7454
N -1.0923 -1.0386 -0.1123
C -0.8701 -2.5008 0.1319
C 0.6011 -2.7955 0.0462
C 1.0969 -4.0114 -0.3679
C 2.4694 -4.2117 -0.3747
C 3.3090 -3.1841 0.0168
C 2.7554 -1.9865 0.4119
N 1.4221 -1.7932 0.4377
C -2.4175 -0.5771 0.4192
C -2.3939 0.8558 0.8906
C -3.5452 1.6057 0.9836
C -3.4700 2.8919 1.4998
C -2.2433 3.3924 1.9030
C -1.1257 2.5953 1.7811
N -1.1990 1.3475 1.2787
H -0.1479 -1.3492 -1.9595
H -1.9071 -1.3886 -2.0087
H -1.8349 1.1504 -1.4379
H -1.3894 0.6491 -3.0328
H 0.0519 2.0794 -3.8503
H 2.2082 3.3113 -3.7756
H 3.5775 3.1449 -1.6733
H 2.7656 1.7891 0.1457
H -1.4282 -3.0911 -0.5985
H -1.2404 -2.7550 1.1214
H 0.4166 -4.7928 -0.6796
H 2.8825 -5.1604 -0.6914
H 4.3840 -3.2963 0.0175
H 3.3623 -1.1524 0.7287
H -2.6963 -1.2276 1.2484
H -3.1828 -0.7003 -0.3505
H -4.4886 1.1857 0.6593
H -4.3641 3.4955 1.5866
H -2.1408 4.3875 2.3140
H -0.1432 2.9235 2.0869
Se -0.5100 -1.1848 3.0035
Se 0.5963 -1.0533 5.0044
Te 2.7433 -0.0239 4.4898
Se 2.2944 1.0012 2.2809
```


These records have calculated total energy values of -14065.2188 -11606.9331 -231438.7739 eV, in the order they appear.